Record 1
The following is a quantum chemistry calculation of a 2-piece molecular cluster, C4H5FN2O2Si overall, from OMol25.

The LUMO energy (spin up / spin down) comes out at -0.26 / -2.17 eV. Its net charge is 0. For the orbital gap (spin up / spin down), the calculation gives 0.373 / 0.148 Eh. For the total energy, the calculation gives -21895.5713 eV. The HOMO energy (spin up / spin down) comes out at -10.41 / -6.21 eV.

The geometry in XYZ format:
```
15
Properties=species:S:1:pos:R:3:forces:R:3:lowdin_charge:R:1
C 0.7494 1.4882 -1.9984 0.8429 -1.5466 -3.0476 -0.06
C -0.0931 1.6749 -1.0329 -0.1052 1.2802 0.0024 0.16
C -0.3639 0.6919 -0.1219 -1.2353 -3.9051 4.8739 -0.44
C 1.0453 -0.8602 -1.5237 -0.4371 -1.3164 -0.9184 -0.52
N 1.2635 0.1952 -2.3503 0.9359 2.2959 -1.6724 0.11
N 0.2653 -0.5426 -0.4038 1.7445 0.1190 -2.5932 0.21
O -1.0025 0.6261 0.9400 0.5720 1.7678 -1.8434 -0.08
O 1.4253 -1.9733 -1.8723 -0.2961 0.8386 1.3069 0.06
F -0.2182 -0.8613 3.7812 0.9319 -0.6026 -0.6588 -0.33
Si -1.7155 -0.4308 3.4290 0.0513 1.6292 0.3418 0.61
H 0.8580 2.2504 -2.7389 0.6763 0.3892 -0.3975 0.12
H 1.8274 -0.0173 -3.2678 -1.6219 0.7871 2.6536 0.22
H 0.3816 -1.2490 0.2787 -0.6760 -0.4472 1.1642 0.15
H -2.1724 -0.3477 4.8030 -1.0550 -0.4512 0.1307 -0.12
H -2.2501 -0.6445 2.0783 -0.3282 -0.8378 0.6578 -0.09
```
Forces are in eV/Å.

Record 2
The following is a quantum chemistry calculation of C41H46B3F6N4O3P as an isolated structure, from OMol25.

The LUMO energy comes out at 0.40 eV. Its net charge is 0. For the orbital gap, the calculation gives 0.318 Eh. For the total energy, the calculation gives -82993.7544 eV. The HOMO energy comes out at -8.24 eV.

The geometry in XYZ format:
```
104
Properties=species:S:1:pos:R:3:forces:R:3:lowdin_charge:R:1
N -0.2222 2.2654 -0.2964 -0.1201 -0.5986 -0.1092 -0.32
P -0.4069 1.0452 -1.3044 -0.0755 1.5460 0.6307 0.80
B 0.3326 -0.5973 -0.5813 0.9773 -0.2402 -1.1999 -0.63
O 1.3797 -0.4869 0.2915 -0.7135 0.4931 0.8054 0.23
B 1.2966 -1.3686 1.3667 1.0152 -0.2603 -0.3250 -0.32
O 0.8560 -2.6503 1.0997 -0.7752 0.7246 0.5991 0.25
B -0.3118 -2.5188 0.3317 0.2828 -1.1638 -0.1027 -0.53
C -1.6710 -3.0282 0.9045 0.4808 -0.6808 -0.9254 -0.06
C -2.7897 -3.2403 -0.1113 -0.7601 0.6085 0.4142 -0.18
C -3.1110 -1.9872 -0.9438 0.4899 -0.6298 -0.1004 -0.20
C -4.5714 -1.8284 -1.2762 -0.2890 -0.0904 -0.1168 -0.22
N -5.3706 -1.2613 -0.1701 0.5260 0.0325 -0.4224 0.01
C -4.9059 0.0040 0.2772 0.1437 0.2629 0.4598 -0.56
N -4.3280 0.8493 -0.4670 -0.0888 0.0647 -0.0256 0.14
N -5.1058 0.2222 1.6665 -0.6604 -0.3820 -0.6270 0.10
O -0.1518 -1.8478 -0.8834 -0.9069 0.5057 0.5246 0.26
H -1.1316 2.6559 -0.0743 0.1020 0.1834 0.0612 -0.04
H -1.7694 0.8572 -1.6213 0.2090 -0.5041 -0.3895 -0.01
H 0.2479 1.2905 -2.5371 -0.1804 -0.4202 -0.1871 -0.01
H 1.5624 -1.0028 2.4606 0.2492 -0.0762 0.0326 0.13
H -1.4569 -3.9843 1.3741 0.1166 -0.1051 0.2657 0.10
H -1.9908 -2.3869 1.7246 -0.0450 0.2605 0.0904 0.13
H -3.6887 -3.4946 0.4496 -0.1390 -0.1297 0.0899 0.11
H -2.6069 -4.0907 -0.7614 0.2455 -0.1160 -0.1147 0.12
H -2.5807 -2.0735 -1.8871 0.1536 0.1609 -0.1804 0.11
H -2.6917 -1.1196 -0.4467 -0.1917 0.3035 0.0379 0.08
H -4.6966 -1.2751 -2.2035 0.0395 0.3502 -0.0490 0.10
H -4.9656 -2.8239 -1.4743 -0.1955 -0.1392 0.0199 0.11
H -6.3028 -1.0939 -0.5391 -0.1754 -0.2680 0.3526 0.12
H -4.0713 1.6390 0.1256 0.2110 0.0532 -0.1753 0.06
H -5.4833 -0.6334 2.0591 -0.0706 0.1590 0.1471 0.07
H -5.7815 0.9708 1.7789 0.2455 0.1079 0.3581 0.09
F -0.3120 4.9461 2.6948 -0.0353 -0.0007 0.0215 0.05
C 0.8556 5.4096 2.1980 0.2572 0.1050 -0.1069 -0.28
C 1.3545 6.6046 2.6774 -0.1171 0.0977 0.1479 -0.03
C 2.5553 7.0794 2.1694 0.0104 -0.0895 -0.0789 -0.09
C 3.2308 6.3631 1.1909 0.0596 0.0307 -0.0237 -0.10
C 2.7066 5.1652 0.7221 -0.0759 0.1388 0.1636 -0.08
C 1.5111 4.6767 1.2294 -0.1030 -0.2813 -0.0272 -0.01
H 0.8081 7.1507 3.4353 -0.0095 -0.0258 0.0020 0.11
H 2.9631 8.0112 2.5386 -0.0171 0.0161 0.0101 0.10
H 4.1644 6.7379 0.7936 0.0027 -0.0070 -0.0119 0.09
H 3.2275 4.6081 -0.0421 -0.0060 -0.0374 -0.0089 0.09
H 1.0915 3.7395 0.8774 -0.0440 0.0617 -0.0298 0.07
F 5.0806 5.5018 -1.2635 0.0743 0.0492 -0.0294 0.04
C 5.6519 4.4846 -1.9454 0.1343 -0.2578 -0.1399 -0.28
C 6.8529 3.9724 -1.4983 0.0930 0.0957 0.1711 -0.01
C 7.4341 2.9267 -2.1995 -0.0866 -0.0056 -0.0895 -0.08
C 6.8155 2.4171 -3.3333 0.0277 -0.0423 -0.0257 -0.10
C 5.6091 2.9506 -3.7650 0.1124 -0.0177 0.0771 -0.07
C 5.0149 3.9913 -3.0665 -0.0726 0.0015 0.0765 -0.02
H 7.3205 4.3889 -0.6161 -0.0319 0.0054 0.0068 0.12
H 8.3720 2.5092 -1.8596 0.0144 0.0142 0.0144 0.10
H 7.2742 1.6034 -3.8790 0.0005 -0.0015 -0.0034 0.10
H 5.1266 2.5569 -4.6493 -0.0301 0.0103 -0.0019 0.11
H 4.0745 4.4107 -3.3828 -0.0515 -0.0315 0.0170 0.09
F 0.0401 -7.1668 4.6741 0.0426 -0.0914 -0.0423 0.04
C 1.0641 -6.2855 4.7181 0.3762 0.0288 -0.0287 -0.30
C 1.9075 -6.3056 5.8099 -0.0323 -0.0936 0.1645 -0.02
C 2.9728 -5.4179 5.8461 -0.0425 0.0748 -0.0949 -0.08
C 3.1717 -4.5236 4.8030 0.0389 0.0197 0.0114 -0.09
C 2.3065 -4.5183 3.7175 0.0710 -0.0056 0.1151 -0.07
C 1.2446 -5.4083 3.6681 -0.1905 -0.0227 -0.1624 -0.01
H 1.7285 -7.0056 6.6153 -0.0063 -0.0258 -0.0325 0.12
H 3.6477 -5.4243 6.6911 -0.0082 -0.0080 0.0215 0.10
H 4.0012 -3.8302 4.8372 0.0020 0.0042 -0.0035 0.10
H 2.4538 -3.8205 2.9052 -0.0330 -0.0182 -0.0199 0.10
H 0.5625 -5.4233 2.8278 -0.0102 0.0023 0.0166 0.12
F -2.7720 -4.8403 3.0270 -0.1066 -0.0932 0.0495 0.05
C -2.9734 -4.4767 4.3122 -0.0355 0.0808 0.1974 -0.27
C -2.0918 -4.9242 5.2726 0.2188 -0.0821 -0.0601 0.00
C -2.2938 -4.5433 6.5906 -0.1163 0.0716 -0.0219 -0.07
C -3.3714 -3.7345 6.9275 0.0033 0.0038 0.0518 -0.10
C -4.2468 -3.2989 5.9423 0.0966 -0.0542 0.0345 -0.08
C -4.0472 -3.6667 4.6195 -0.1356 0.0647 -0.1520 -0.02
H -1.2614 -5.5538 4.9820 -0.2493 0.1107 0.0677 0.09
H -1.6067 -4.8783 7.3561 0.0147 -0.0188 -0.0083 0.11
H -3.5270 -3.4425 7.9573 -0.0046 0.0036 0.0007 0.10
H -5.0876 -2.6706 6.2031 -0.0050 0.0182 -0.0133 0.10
H -4.7126 -3.3329 3.8337 0.0114 -0.0348 -0.0137 0.11
F 2.8780 5.3570 -4.9520 -0.0509 0.0756 -0.0494 0.04
C 2.8771 6.6978 -4.7642 0.0046 0.2643 0.0269 -0.27
C 3.7517 7.2535 -3.8507 0.0568 -0.1011 -0.0105 -0.01
C 3.7441 8.6289 -3.6737 -0.1101 0.0262 -0.0879 -0.07
C 2.8653 9.4230 -4.3972 0.0118 0.0627 0.0178 -0.10
C 1.9929 8.8413 -5.3059 0.0787 0.0009 0.0675 -0.08
C 1.9984 7.4678 -5.4976 -0.1287 -0.0928 -0.1298 -0.02
H 4.4240 6.6242 -3.2904 0.0275 0.0073 0.0220 0.09
H 4.4266 9.0806 -2.9668 0.0063 -0.0227 0.0262 0.11
H 2.8606 10.4949 -4.2520 -0.0049 0.0032 -0.0010 0.10
H 1.3046 9.4577 -5.8681 -0.0072 -0.0080 -0.0216 0.10
H 1.3316 6.9951 -6.2063 0.0033 -0.0255 0.0226 0.12
F -4.6587 -2.5972 -4.8861 -0.0115 0.0227 0.0068 0.05
C -4.1564 -3.8445 -4.7979 0.0942 -0.2000 0.0468 -0.29
C -2.7925 -4.0277 -4.9088 0.1270 0.1777 -0.0125 -0.02
C -2.2787 -5.3122 -4.8103 -0.1078 -0.0442 0.0198 -0.08
C -3.1289 -6.3913 -4.6114 0.0336 -0.0564 0.0071 -0.10
C -4.4971 -6.1850 -4.5056 0.0994 0.0407 -0.0030 -0.08
C -5.0191 -4.9028 -4.5941 -0.2004 0.0362 0.0216 -0.02
H -2.1478 -3.1737 -5.0697 -0.0251 0.0156 0.0074 0.12
H -1.2117 -5.4702 -4.8892 0.0133 0.0179 -0.0140 0.10
H -2.7245 -7.3918 -4.5385 -0.0027 -0.0048 0.0001 0.10
H -5.1617 -7.0244 -4.3534 -0.0201 0.0040 0.0132 0.10
H -6.0817 -4.7199 -4.5057 0.0067 0.0254 -0.0229 0.12
```
Forces are in eV/Å.

Record 3
The following is a quantum chemistry calculation of C32H34N7OPtSeSi as an isolated structure, from OMol25.

The LUMO energy comes out at -3.18 eV. Its net charge is +1. For the orbital gap, the calculation gives 0.279 Eh. For the total energy, the calculation gives -122680.1528 eV. The HOMO energy comes out at -10.78 eV. The value obtained for the energy above the lowest of the compared OMol25 structures with the same formula, charge and spin is 266.5 kJ/mol.

The geometry in XYZ format:
```
77
Properties=species:S:1:pos:R:3:forces:R:3:lowdin_charge:R:1
Pt 0.3152 -1.0634 0.0557 1.9664 -0.2368 -0.2812 0.95
Se 0.5613 -7.8370 -3.9607 0.0061 -0.3186 -0.2364 1.17
N -0.4983 -7.2736 -2.6645 -0.1660 0.1349 0.1808 -0.22
C -0.0374 -6.1150 -2.2695 0.1035 -0.0263 -0.0909 -0.34
C -0.6094 -5.3406 -1.1808 -0.0518 0.0142 0.0513 -0.08
C -1.6919 -5.7841 -0.4232 0.0408 -0.0267 -0.0792 0.03
C -2.0885 -5.0270 0.6541 0.0624 0.0213 0.0010 -0.01
C -1.4198 -3.8335 0.9167 0.0671 -0.2967 0.0625 -0.11
N -0.4268 -3.3695 0.1705 -0.8642 0.2784 0.6764 0.04
C -0.0179 -4.1219 -0.8475 0.0132 -0.0925 -0.0524 -0.16
C 1.1621 -3.6295 -1.5376 0.0368 0.0290 -0.1378 -0.13
N 1.6763 -2.4636 -1.0896 -0.4530 0.6354 -0.1627 0.03
C 2.8490 -2.0893 -1.6025 -0.0513 0.0164 0.0828 -0.10
C 3.4992 -2.7728 -2.6233 0.0259 0.0234 0.1007 -0.01
C 2.9351 -3.9171 -3.1281 0.0020 -0.1568 -0.1055 0.03
C 1.7545 -4.3800 -2.5571 0.0477 0.1877 0.2032 -0.07
C 1.1391 -5.6399 -2.9479 -0.1354 -0.1240 0.0293 -0.33
N 1.6142 -6.4209 -3.8836 0.1455 0.2743 0.0151 -0.22
H -2.1717 -6.7178 -0.6862 0.0052 0.0011 0.0421 0.13
H -2.8946 -5.3454 1.2999 0.0012 0.0118 0.0058 0.12
H -1.6944 -3.2521 1.7774 0.0658 -0.0805 -0.0973 0.08
H 3.3066 -1.2119 -1.1884 -0.0406 0.2497 0.0646 0.09
H 4.4356 -2.3912 -3.0035 0.0106 0.0120 0.0425 0.12
H 3.3907 -4.4871 -3.9273 0.0267 0.0405 -0.0011 0.13
C 1.5802 0.4165 -0.4834 -0.2174 -0.1170 -0.2093 -0.40
Si 1.1361 2.1996 -0.2493 -0.1205 0.0978 0.1977 0.63
C 0.5367 2.1361 1.5287 -0.0558 0.3800 0.0400 -0.22
N -0.4287 1.0243 1.6612 0.1460 -0.9282 -0.9127 -0.20
C -0.3541 0.3884 2.9779 -0.0298 0.2587 0.3821 -0.20
C -0.7838 1.3173 4.1274 -0.0374 0.0543 -0.2037 -0.15
C -1.9359 2.2361 3.6854 -0.0356 -0.0683 0.0094 -0.18
C -2.7132 1.5982 2.5372 0.1726 0.1454 0.0063 -0.16
C -1.8093 1.4673 1.3070 -0.2428 0.3057 0.0780 -0.17
C -0.2174 2.8101 -1.3887 0.0240 -0.1658 -0.0429 -0.25
C -0.7692 4.0837 -1.2232 0.0051 -0.0127 -0.0353 -0.10
C -1.7737 4.5430 -2.0609 -0.0004 0.0090 0.0120 -0.08
C -2.2426 3.7346 -3.0892 -0.0026 -0.0080 0.0235 -0.08
C -1.7047 2.4700 -3.2735 -0.0232 -0.0090 -0.0207 -0.08
C -0.7026 2.0128 -2.4272 0.0253 0.0041 0.0803 -0.09
C 2.6451 3.3067 -0.3533 -0.0072 -0.0401 0.0249 -0.24
C 3.8376 2.8687 -0.9335 -0.0515 -0.0451 -0.0246 -0.10
C 4.9704 3.6700 -0.9468 0.0310 0.0089 -0.0009 -0.08
C 4.9311 4.9351 -0.3792 -0.0386 -0.0257 0.0142 -0.08
C 3.7506 5.3993 0.1848 -0.0031 0.0253 0.0183 -0.08
C 2.6232 4.5916 0.1977 -0.0057 -0.0282 -0.0046 -0.10
H 2.4708 0.2166 0.1284 0.0966 0.0747 -0.0584 0.03
H 1.8331 0.2522 -1.5306 0.1572 -0.1119 -0.1551 0.00
H 0.0919 3.0866 1.8519 0.0465 -0.1182 0.1649 0.09
H 1.4091 1.9565 2.1635 -0.0278 -0.0836 -0.0060 0.10
H 0.6660 0.0365 3.1341 -0.0204 -0.0536 -0.0591 0.12
H -1.0036 -0.4803 2.9559 0.1568 0.0733 -0.1073 0.07
H 0.0605 1.9180 4.4673 0.0100 -0.0493 0.0528 0.11
H -1.0975 0.6924 4.9671 0.0503 0.0280 0.0442 0.11
H -1.5370 3.1928 3.3399 -0.0308 0.0231 0.0648 0.10
H -2.5942 2.4541 4.5264 0.0160 0.0245 0.0085 0.11
H -3.5790 2.2080 2.2748 -0.0161 -0.0510 -0.0448 0.12
H -3.0901 0.6214 2.8470 -0.0083 0.2021 0.0595 0.08
H -1.7352 2.4405 0.8224 0.0840 0.0272 0.0646 0.11
H -2.2439 0.7875 0.5808 0.0996 0.2373 0.0318 0.09
H -0.4108 4.7317 -0.4295 -0.0159 0.0119 -0.0122 0.10
H -2.1907 5.5317 -1.9168 0.0093 -0.0046 -0.0014 0.11
H -3.0269 4.0925 -3.7439 0.0163 0.0001 -0.0061 0.11
H -2.0647 1.8413 -4.0784 0.0016 -0.0023 0.0117 0.10
H -0.2935 1.0178 -2.5720 -0.0324 0.0098 -0.0311 0.09
H 3.8845 1.8841 -1.3895 0.0250 0.0152 0.0429 0.09
H 5.8865 3.3062 -1.3947 -0.0106 0.0042 -0.0057 0.10
H 5.8176 5.5556 -0.3709 -0.0116 0.0110 -0.0322 0.11
H 3.7096 6.3896 0.6202 0.0105 -0.0093 0.0013 0.11
H 1.7128 4.9729 0.6494 0.0298 0.0091 0.0243 0.09
N -2.9965 -1.8178 2.8847 -0.1127 -0.2276 0.0464 0.16
C -3.1356 -1.3623 1.6042 -0.1734 -0.0148 -0.5520 -0.68
N -4.4098 -1.1070 1.2105 -0.0956 -0.0448 0.0689 0.20
O -2.1886 -1.2058 0.8321 -0.6150 -0.4447 0.6255 -0.09
H -3.7670 -1.8137 3.5295 -0.0096 0.0373 -0.0036 0.12
H -2.0737 -1.8478 3.2786 -0.0722 -0.0130 0.0387 0.10
H -5.2028 -1.3724 1.7666 -0.0161 0.0257 -0.0071 0.11
H -4.5647 -0.9046 0.2388 0.0620 0.0019 -0.0144 0.12
```
Forces are in eV/Å.